Entry from the Open Molecules 2025 dataset: a 12-piece molecular cluster, C36H72N3O18 overall in a non-equilibrium geometry (ωB97M-V with the def2-TZVPD basis set).

Positions of all 129 atoms, in Å:
C1 1.803705 0.357798 -0.409512
C2 0.471705 0.499798 0.259488
O1 0.331705 1.252798 1.173488
N1 -0.738295 -0.262202 -0.218512
H1 -1.219295 0.351798 -0.744512
H2 -0.641295 -1.162202 -0.665512
C3 -1.724295 -0.625202 0.745488
H3 2.368705 -0.501202 0.002488
H4 2.571705 1.180798 -0.216512
H5 1.623705 0.175798 -1.350512
H6 -1.992295 0.260798 1.374488
H7 -1.452295 -1.413202 1.376488
H8 -2.631295 -1.156202 0.160488
N2 -1.926295 2.568798 -1.166512
O2 -1.051295 2.983798 -1.893512
O3 -2.550295 3.335798 -0.454512
O4 -2.447295 1.473798 -1.450512
N3 -0.952295 -1.221202 -3.918512
O5 -0.507295 -0.402202 -3.118512
O6 -1.134295 -0.742202 -5.025512
O7 -1.632295 -2.193202 -3.541512
C4 -7.520295 -2.446202 -3.288512
C5 -6.613295 -1.458202 -2.717512
C6 -5.379295 -1.921202 -1.715512
O8 -6.148295 -0.586202 -3.655512
H9 -8.044295 -2.168202 -4.293512
H10 -8.142295 -2.917202 -2.612512
H11 -7.009295 -3.252202 -3.722512
H12 -7.229295 -0.811202 -2.207512
H13 -4.755295 -1.314202 -1.208512
H14 -4.732295 -2.450202 -2.369512
H15 -5.764295 -2.769202 -0.847512
H16 -5.526295 -1.072202 -4.170512
C7 2.198705 0.709798 -4.728512
C8 3.506705 1.510798 -4.832512
C9 3.538705 2.714798 -5.635512
O9 3.752705 1.725798 -3.427512
H17 2.135705 -0.116202 -3.973512
H18 1.850705 0.083798 -5.543512
H19 1.377705 1.328798 -4.550512
H20 4.423705 0.853798 -4.943512
H21 2.596705 3.400798 -5.769512
H22 3.757705 2.546798 -6.528512
H23 4.413705 3.196798 -5.367512
H24 3.342705 2.454798 -2.994512
C10 -5.261295 -0.912202 1.803488
C11 -4.740295 -1.110202 3.147488
C12 -3.871295 -2.382202 3.188488
O10 -3.931295 -0.015202 3.330488
H25 -5.914295 -0.058202 1.537488
H26 -5.791295 -1.707202 1.515488
H27 -4.518295 -0.666202 1.172488
H28 -5.458295 -1.071202 3.907488
H29 -3.075295 -2.375202 2.310488
H30 -4.383295 -3.288202 3.012488
H31 -3.296295 -2.565202 4.136488
H32 -4.533295 0.825798 3.569488
C13 -1.192295 1.517798 5.267488
C14 -0.843295 0.588798 4.108488
C15 0.661705 0.491798 4.097488
O11 -1.576295 -0.508202 4.105488
H33 -1.077295 1.061798 6.148488
H34 -2.436295 1.785798 5.292488
H35 -0.455295 2.415798 5.442488
H36 -0.994295 1.127798 3.241488
H37 1.212705 1.451798 4.227488
H38 0.866705 -0.036202 3.212488
H39 0.989705 -0.173202 4.993488
H40 -2.549295 -0.339202 3.901488
C16 -0.039295 -4.886202 0.030488
C17 -0.950295 -4.366202 -0.982512
C18 -2.397295 -4.804202 -0.694512
O12 -0.803295 -2.987202 -1.135512
H41 -0.310295 -5.863202 0.211488
H42 -0.228295 -4.345202 0.917488
H43 1.136705 -4.771202 -0.056512
H44 -0.648295 -4.867202 -1.923512
H45 -2.770295 -4.335202 0.314488
H46 -2.532295 -5.959202 -0.589512
H47 -2.887295 -4.439202 -1.499512
H48 -1.004295 -2.563202 -2.068512
C19 -2.081295 6.136798 3.654488
C20 -1.511295 5.211798 2.448488
C21 -1.440295 3.629798 2.988488
O13 -2.440295 5.154798 1.532488
H49 -1.289295 6.261798 4.272488
H50 -2.926295 5.749798 4.013488
H51 -2.136295 7.171798 3.156488
H52 -0.556295 5.435798 1.927488
H53 -0.476295 3.875798 3.479488
H54 -1.060295 2.870798 2.282488
H55 -2.453295 3.554798 3.625488
H56 -2.352295 4.584798 0.926488
C22 3.567705 4.517798 -0.969512
C23 2.131705 4.633798 -1.446512
C24 1.826705 5.557798 -2.690512
O14 1.776705 3.293798 -1.999512
H57 4.179705 4.575798 -1.875512
H58 3.532705 3.608798 -0.470512
H59 4.004705 5.599798 -0.522512
H60 1.580705 4.740798 -0.757512
H61 0.739705 5.523798 -3.132512
H62 2.519705 5.483798 -3.441512
H63 1.709705 6.553798 -2.213512
H64 0.827705 3.109798 -1.974512
C25 4.112705 -6.250202 -0.961512
C26 4.187705 -4.876202 -0.383512
C27 3.740705 -3.660202 -1.242512
O15 3.442705 -2.596202 -0.847512
C28 3.314705 -4.110202 -2.614512
C29 3.208705 -5.426202 -3.185512
C30 3.741705 -6.574202 -2.352512
O16 3.777705 -7.695202 -2.888512
H65 4.214705 -7.037202 -0.326512
H66 4.556705 -4.754202 0.754488
H67 2.920705 -3.334202 -3.328512
H68 3.176705 -5.614202 -4.249512
C31 6.295705 -0.740202 4.373488
C32 5.078705 -0.471202 3.404488
C33 5.276705 0.500798 2.276488
O17 4.454705 0.719798 1.510488
C34 6.578705 1.195798 2.210488
C35 7.693705 1.086798 3.297488
C36 7.476705 0.091798 4.354488
O18 8.434705 -0.193202 5.090488
H69 6.337705 -1.461202 5.235488
H70 4.142705 -1.114202 3.556488
H71 6.707705 1.832798 1.308488
H72 8.453705 1.763798 3.185488

Cartesian forces, eV/Å:
1.731 0.441 4.670
1.662 0.781 1.022
-1.006 -0.148 0.043
2.779 -2.614 2.581
-2.412 3.198 -4.070
1.298 -0.410 -1.331
-3.961 0.169 0.854
-0.711 -0.078 -0.123
-1.872 -0.636 -0.344
-0.386 -0.839 -5.467
-0.230 -0.882 -0.773
1.214 -0.960 1.034
1.892 1.908 1.084
-3.111 0.632 -2.520
3.213 0.670 -0.511
-0.212 0.855 2.301
0.267 -2.162 1.065
-3.408 4.484 -0.650
2.440 -0.696 2.981
0.577 -1.495 -2.916
0.705 -2.442 0.891
-0.184 -0.889 -3.623
1.766 0.845 2.733
-4.951 -5.028 -0.571
0.860 1.114 -1.342
0.364 0.557 2.271
-1.718 -0.556 1.493
1.478 -1.627 -0.380
-1.438 1.317 2.107
1.248 3.159 1.446
0.741 -0.952 -0.629
0.866 2.248 -2.534
1.051 -0.170 -1.012
0.319 -2.366 -0.908
-0.561 -3.288 3.460
-3.857 2.897 4.526
1.956 -0.216 0.411
0.820 1.206 0.099
0.335 0.348 -1.193
-1.229 1.294 0.572
-1.134 0.533 -1.176
1.619 -1.248 1.194
1.521 -2.237 -8.137
1.438 1.923 1.191
-1.337 1.005 0.026
-2.548 2.142 0.435
0.812 -1.101 -0.638
2.669 0.513 -0.642
-0.380 5.069 2.029
-0.169 0.014 1.270
-1.886 -3.355 -1.629
3.019 0.000 -2.219
-1.414 -0.652 1.189
-1.552 0.303 1.838
-1.202 -0.817 -0.222
-0.533 0.643 -0.772
2.237 -2.812 -0.899
-2.516 3.521 -1.512
1.349 4.286 1.793
0.675 -1.868 2.961
-1.411 -3.885 0.319
0.393 -2.553 3.468
3.558 -0.181 -0.280
-1.940 -1.166 -1.034
-0.774 1.356 -2.055
-0.742 -0.657 -0.579
1.132 -0.515 -1.181
-0.340 0.884 -1.315
1.521 0.327 0.257
3.489 1.594 0.859
0.041 -0.743 -2.164
1.276 -1.482 4.052
-0.070 1.798 -0.454
-0.126 -2.412 0.464
-0.338 0.631 1.441
-2.380 -0.298 -0.598
-0.366 0.255 -0.080
0.568 -0.695 -1.897
0.380 2.052 -0.370
-2.382 0.986 -2.278
-0.312 -1.489 0.802
3.837 1.972 -6.549
0.216 -3.341 2.436
0.732 3.725 1.190
-5.275 8.630 3.964
2.073 0.061 2.750
-3.293 -1.309 1.429
-0.743 -1.410 0.774
0.205 0.571 1.184
-0.645 -1.128 1.506
-1.342 0.461 -0.182
2.793 -0.600 -1.412
1.380 -7.095 -7.356
0.513 5.268 -1.943
5.374 -2.881 -12.025
-3.805 1.455 3.683
1.573 0.064 0.765
0.184 -1.087 0.067
1.103 -1.343 1.531
-1.540 -3.178 -0.090
-7.797 2.185 9.438
2.003 -0.970 0.916
1.806 -0.040 -1.690
0.912 0.206 -0.727
-0.335 0.400 0.105
-0.078 6.902 1.018
0.685 -3.988 -0.429
-0.790 -4.874 -0.725
0.237 2.374 1.214
-1.289 -2.577 -3.987
2.595 3.356 3.464
-1.273 -0.245 -2.270
0.407 1.623 1.744
0.657 -2.156 1.767
-1.118 -0.211 -2.877
0.727 -0.360 1.120
-0.821 0.186 -0.001
-6.165 0.712 -3.032
4.738 -2.620 5.080
4.222 -1.706 4.802
-4.752 1.188 -4.385
5.527 0.223 4.049
-8.214 -0.547 -5.310
2.819 -0.233 -0.260
-1.221 0.434 -0.271
-0.624 0.614 -1.216
1.471 1.240 -0.539
0.026 -0.378 0.910
2.128 1.086 0.166

Summary:
- Energy relative to the best compared isomer or geometry (same formula, charge and spin): 0.0 kJ/mol
- Kohn-Sham gap: 5.1 eV
- Strongest force on any atom: 13.483 eV Å⁻¹
- Charge: -1
- LUMO level: -0.81 eV